# 1
{
  "formula": "C2H17NO5",
  "method": "wB97M-V/def2-TZVPD",
  "orbital_gap_ha": 0.4029,
  "lumo_energy_ha": 0.0173,
  "multiplicity": 1,
  "homo_energy_ha": -0.38554,
  "species": ["H", "H", "O", "H", "H", "N", "H", "H", "H", "H", "H", "O", "C", "O", "O", "H", "H", "H", "C", "H", "H", "H", "H", "O", "H"],
  "positions_angstrom": [[0.47, 1.36, -0.79], [0.12, 2.77, -0.09], [0.53, 2.34, -0.83], [-3.77, -0.41, 0.00], [-1.69, -0.33, -1.24], [-0.77, -1.04, 0.57], [-3.72, -2.09, -0.48], [1.85, 0.39, 0.67], [0.21, 0.29, 3.70], [0.31, -0.72, 0.04], [-1.49, -2.10, -1.08], [1.33, -0.34, -0.53], [-3.17, -1.31, 0.07], [0.06, 0.49, 2.77], [2.35, 0.76, 1.46], [1.10, 0.63, -3.66], [2.19, 1.70, 1.63], [-3.29, -1.52, 1.14], [-1.80, -1.19, -0.58], [1.93, -0.99, -0.92], [-1.09, -0.26, 1.13], [0.97, 0.52, 2.34], [0.89, 0.02, -2.23], [0.75, -0.13, -3.18], [-0.81, -1.93, 1.05]],
  "nbo_charge": [0.4886, 0.4695, -0.9702, 0.2233, 0.2256, -0.7638, 0.2233, 0.5045, 0.4733, 0.4666, 0.2043, -1.1224, -0.6591, -1.0272, -0.9936, 0.4711, 0.4733, 0.2224, -0.2193, 0.4965, 0.4230, 0.4952, 0.4870, -0.9862, 0.3941]
}



# 2
{
  "formula": "C44H63N3O24",
  "method": "wB97M-V/def2-TZVPD",
  "orbital_gap_ha": 0.2958,
  "lumo_energy_ha": -0.0042,
  "smiles": "C[C@H]1COC(=O)O1.C[C@H]1COC(=O)O1.C[C@H]1COC(=O)O1.C[C@H]1COC(=O)O1.C[C@H]1COC(=O)O1.C[C@H]1COC(=O)O1.C[C@H]1COC(=O)O1.C[C@H]1COC(=O)O1.c1cc[nH]c1.c1cc[nH]c1.c1cc[nH]c1",
  "multiplicity": 1,
  "homo_energy_ha": -0.29998,
  "species": ["H", "N", "H", "O", "H", "H", "C", "H", "H", "C", "O", "H", "C", "H", "H", "H", "C", "H", "C", "O", "H", "H", "C", "H", "O", "O", "C", "C", "H", "C", "O", "C", "H", "O", "H", "H", "H", "C", "C", "H", "C", "C", "C", "H", "C", "O", "C", "H", "H", "H", "H", "H", "H", "H", "H", "H", "C", "H", "C", "C", "O", "N", "H", "C", "H", "H", "C", "O", "H", "H", "H", "H", "O", "O", "C", "H", "C", "C", "H", "C", "H", "H", "H", "H", "C", "H", "H", "H", "H", "C", "C", "C", "H", "C", "C", "N", "H", "H", "H", "H", "C", "C", "O", "C", "O", "H", "H", "O", "C", "O", "O", "O", "O", "C", "H", "O", "C", "H", "O", "O", "H", "C", "C", "H", "C", "H", "C", "C", "H", "H", "H", "O", "O", "C"],
  "positions_angstrom": [[5.26, -3.65, -4.94], [-5.61, 0.73, -3.21], [3.37, 3.08, -2.90], [-5.73, 4.88, -1.07], [-7.45, 8.68, -0.49], [0.05, -6.74, -1.52], [5.97, -3.37, -4.16], [-9.01, 6.53, 1.97], [-2.55, 6.82, -3.71], [-6.14, 2.50, 3.29], [0.73, -3.25, 4.21], [7.34, -1.80, 5.10], [0.00, 0.09, -1.02], [8.25, -3.01, 3.12], [-2.15, -4.78, 1.40], [-2.66, -3.78, 2.71], [-0.06, 2.93, 7.62], [5.54, -5.53, -3.25], [-5.42, -1.02, -4.60], [-7.01, 3.88, 4.89], [-10.23, 7.20, 0.85], [-9.75, 5.46, 1.02], [2.02, -8.09, -0.07], [-5.85, 0.42, 2.92], [3.06, -9.07, -0.07], [4.31, -10.20, -1.62], [3.38, -9.39, -1.34], [7.34, -3.38, 3.59], [7.94, -3.99, -3.57], [-5.89, -0.38, -2.47], [-0.22, 2.73, 8.79], [-0.49, 6.10, -3.97], [1.12, -8.57, 0.30], [6.23, -2.92, 2.77], [1.19, 1.13, 5.45], [-6.05, -0.33, -1.40], [-4.91, 1.10, -5.15], [-0.02, -2.62, 3.18], [-0.52, -1.76, -2.10], [7.13, -6.02, -2.58], [-5.28, 0.34, -4.48], [0.18, 7.37, -3.37], [5.26, 4.22, -3.24], [5.37, -3.16, -3.28], [7.45, -6.16, -5.53], [1.09, 3.15, 6.98], [0.78, -4.57, 4.01], [-5.52, 1.66, -2.82], [-2.32, -2.94, 1.30], [-0.49, -2.65, -2.72], [-0.83, 4.48, 5.21], [1.07, 7.67, -3.92], [7.94, -3.31, 5.78], [5.18, 4.97, -2.47], [1.10, 1.96, 3.90], [2.27, -7.21, 0.52], [6.30, 4.00, -4.11], [0.18, 5.58, -4.65], [-9.40, 6.49, 0.95], [5.74, -3.91, 2.05], [-0.07, -4.89, 3.02], [-1.62, -1.02, -1.98], [0.63, 0.89, -0.65], [-8.43, 6.82, -0.23], [-5.89, -2.49, -3.09], [0.28, -7.52, -3.03], [5.91, 2.89, -4.91], [-5.43, 3.72, 3.47], [-2.50, 5.37, -4.55], [-4.60, 1.44, 2.22], [-0.83, -2.01, 3.59], [0.12, -3.90, 1.42], [7.49, -4.82, -5.38], [2.54, -8.71, -2.16], [4.30, 3.22, -3.42], [-0.51, 8.22, -3.40], [7.07, -4.42, -4.07], [-0.61, 3.44, 5.41], [2.58, 2.04, 4.99], [-7.24, 7.76, 0.06], [6.53, 2.50, -5.71], [-6.79, 2.58, 2.41], [-6.63, 1.98, 5.42], [-2.06, 0.92, -1.31], [-6.51, 5.78, -0.75], [8.20, -5.17, 2.96], [-8.01, 2.14, 4.25], [-7.14, 7.94, 1.14], [4.16, 1.69, -4.84], [-5.79, -1.44, -3.33], [-1.95, 6.30, -4.46], [1.88, -7.69, -1.48], [-4.57, 1.09, 3.99], [7.21, -2.89, 5.08], [-5.20, 1.27, 3.12], [4.70, 2.45, -4.45], [-8.95, 7.16, -1.13], [6.94, -5.27, 4.36], [-1.03, 2.77, 4.66], [2.46, -6.79, -1.71], [0.51, -1.07, -1.56], [-7.02, 2.50, 4.54], [4.94, -3.72, 1.14], [-1.35, 0.11, -1.35], [1.28, -5.42, 4.72], [6.22, -3.16, 5.42], [-5.28, -1.70, -5.43], [6.91, -6.71, -4.39], [7.26, -4.86, 3.40], [-1.04, 3.11, 6.70], [0.49, 7.06, -2.07], [-0.57, 5.29, -2.82], [-7.78, 5.56, -0.53], [-6.08, 4.55, 4.30], [6.40, -2.42, -4.47], [7.92, -6.72, -6.53], [-1.98, -3.81, 1.86], [7.29, 4.43, -4.21], [-6.17, 7.09, -0.42], [0.33, 5.27, -0.72], [-2.55, -1.17, -2.35], [0.46, -7.64, -1.97], [1.50, 2.04, 4.92], [-0.17, -8.53, -1.85], [0.88, 3.28, 5.55], [1.42, 4.15, 5.18], [0.13, 5.81, -1.78], [-0.49, -3.80, 2.32], [1.56, -1.29, -1.70], [0.65, -2.00, 2.58], [-1.95, 6.84, -5.41], [6.30, -5.08, 2.42], [-5.81, 5.77, 4.39], [6.58, -5.75, -3.48]],
  "mulliken_charge": [0.3828, 0.0908, 0.5143, -0.5901, 0.2886, 0.3656, -1.5167, 0.3582, 0.3588, 0.5140, -0.3170, 0.3383, -0.6784, 0.2638, 0.3706, 0.4157, 0.6581, 0.1582, -0.3523, -0.3481, 0.3415, 0.3446, -0.3486, 0.3961, -0.3316, -0.5963, 0.6724, 0.3541, 0.2423, -0.5549, -0.5475, 0.3940, 0.2704, -0.3362, 0.3038, 0.4121, 0.3696, -0.2624, -0.6938, 0.2515, -0.5454, -0.4439, -0.4802, 0.4005, 0.6571, -0.3785, 0.6346, 0.1980, 0.3627, 0.4517, 0.2499, 0.2963, 0.3698, 0.3939, 0.3546, 0.2946, -0.3448, 0.3172, -1.3446, 0.6936, -0.3809, 0.1579, 0.5067, 0.3725, 0.3771, 0.3754, -0.4590, -0.3691, 0.3399, 0.3253, 0.2455, 0.1698, -0.3636, -0.3764, -0.5700, 0.2865, 0.5004, -0.2922, 0.3847, -0.4268, 0.3525, 0.2261, 0.3159, 0.5015, 0.6822, 0.2783, 0.3005, 0.3093, 0.2009, -0.3884, -1.3596, 0.6280, 0.3446, -1.3692, -1.3845, 0.0141, 0.3219, 0.3159, 0.2235, 0.1701, -0.3169, -0.4284, -0.6143, -0.5523, -0.5819, 0.3637, 0.3917, -0.3009, -0.3724, -0.3208, -0.3530, -0.3432, -0.3551, 0.7314, 0.3583, -0.5697, -1.5696, 0.3813, -0.3016, -0.5597, 0.1408, -1.5010, -1.3299, 0.3784, 0.4413, 0.2544, 0.6981, 0.6593, 0.5042, 0.2377, 0.3643, -0.2867, -0.6277, -0.2007]
}



# 3
{
  "formula": "C34H61Al2BBrCl2F3LiN2O10PS",
  "method": "wB97M-V/def2-TZVPD",
  "orbital_gap_ha": 0.0593,
  "total_charge": 2,
  "lumo_energy_ha": -0.3758,
  "multiplicity": 1,
  "homo_energy_ha": -0.43505,
  "species": ["H", "O", "H", "H", "H", "N", "H", "O", "H", "Li", "C", "C", "Cl", "H", "C", "C", "C", "C", "H", "O", "H", "O", "H", "C", "H", "C", "F", "S", "C", "H", "P", "H", "H", "H", "H", "Cl", "C", "C", "C", "O", "Al", "H", "Br", "C", "H", "H", "H", "H", "H", "H", "H", "C", "O", "C", "H", "H", "H", "H", "H", "O", "H", "H", "H", "Al", "C", "C", "H", "H", "F", "H", "C", "H", "H", "H", "H", "C", "C", "H", "H", "H", "B", "C", "H", "C", "C", "C", "C", "C", "C", "O", "H", "C", "H", "H", "O", "N", "H", "C", "H", "F", "H", "C", "H", "O", "H", "C", "H", "H", "H", "H", "H", "H", "C", "H", "H", "C", "H", "C", "H"],
  "positions_angstrom": [[2.28, -4.07, -0.03], [1.15, -0.82, 6.14], [-2.88, 1.97, -2.51], [-4.82, -0.12, -3.21], [-2.88, -0.15, -4.32], [-6.35, -4.52, 5.07], [0.07, 6.32, 1.78], [1.54, -2.91, 5.44], [-2.43, 3.47, -0.82], [5.47, 0.21, -0.78], [-4.03, -3.95, 4.82], [0.12, -7.14, 3.29], [-0.90, -9.04, 3.49], [3.01, 2.75, -0.51], [2.50, 6.70, 3.07], [-4.65, -6.02, 5.84], [-2.41, 2.46, -0.38], [2.85, 3.46, -1.35], [2.78, -2.48, 0.53], [2.31, 4.95, 1.51], [2.26, 2.43, -4.30], [-1.12, -0.74, 5.44], [-1.97, 0.69, -1.71], [4.23, 3.64, -2.04], [-4.03, 0.23, -0.19], [-1.24, -1.59, -4.31], [0.23, 1.21, 5.34], [-0.06, 4.90, -2.36], [-2.78, 1.43, -1.55], [-4.91, 1.36, -1.24], [1.91, 0.95, -2.01], [-2.41, -1.30, -1.78], [6.09, 2.54, -2.17], [0.96, -3.27, -4.73], [0.08, -8.07, 2.61], [4.99, 1.92, -4.16], [1.02, -4.71, 3.23], [2.27, 6.28, 1.59], [-0.61, -1.91, 5.15], [-1.21, -2.81, 4.60], [2.64, 7.91, 5.19], [2.20, 0.77, -0.61], [5.41, -3.23, -1.87], [2.09, -2.99, -0.16], [-2.61, -5.39, 5.55], [2.98, 6.88, 0.98], [0.66, -7.37, 4.21], [-0.47, 2.59, -2.11], [-6.78, -6.31, 5.95], [3.52, -2.68, -1.75], [4.87, 4.17, -1.31], [0.88, -6.02, 2.50], [-0.39, 2.37, -4.56], [0.32, 3.24, -1.67], [0.66, 6.50, 0.13], [-5.23, -1.11, -1.82], [1.31, -1.78, -3.80], [-5.72, -2.76, 4.22], [-0.06, 0.70, -2.80], [-1.26, 5.47, -1.73], [-0.57, -0.71, -4.29], [-3.36, -1.85, -4.67], [1.00, 2.84, 0.45], [-1.44, -2.84, -0.79], [-0.99, 2.08, 0.14], [0.42, 3.51, -4.44], [2.42, 7.80, 3.16], [-1.08, -3.63, -3.34], [-0.42, 0.41, 7.39], [-0.63, 1.09, -0.19], [-2.73, -1.21, -4.03], [-3.52, -2.52, -2.51], [1.05, -2.75, 0.14], [-0.89, -6.80, 3.51], [2.41, -4.27, -3.08], [5.03, 2.34, -2.41], [0.86, 6.76, 1.16], [0.92, -4.14, -2.03], [0.04, 1.85, -5.24], [-1.05, 2.03, 1.25], [-0.04, 0.06, 6.10], [-4.42, -0.48, -2.24], [-1.19, -2.05, -5.31], [-5.38, -3.69, 4.68], [0.81, -1.96, 5.59], [-0.62, -2.62, -3.32], [0.12, 3.16, -0.14], [1.70, 2.79, -2.23], [1.68, -3.58, -2.62], [1.31, -6.16, 1.42], [1.76, 6.25, 3.74], [-3.66, -5.15, 5.42], [3.04, 0.47, -2.76], [0.78, 7.85, 1.26], [-0.30, 4.62, -3.96], [0.66, 0.07, -2.44], [4.75, 1.46, -1.77], [-5.97, -5.66, 5.64], [-4.40, -6.97, 6.31], [0.34, 4.21, -6.86], [2.38, 4.17, -3.89], [2.39, -2.59, -1.64], [0.03, -4.29, 3.46], [1.05, 5.83, -2.23], [-0.29, 4.12, 0.22], [-3.22, -1.44, -2.55], [-3.28, -3.25, 4.48], [-0.61, -2.22, -2.26], [-3.18, 2.30, 0.39], [3.50, 6.40, 3.41], [0.70, 3.79, -5.54], [2.09, -1.55, -1.81], [0.89, -2.80, -3.73], [1.59, -4.84, 4.16], [4.24, 4.28, -2.94], [1.78, 3.25, -3.73], [2.55, 4.41, -0.89], [-4.07, 0.64, -1.22], [1.56, -4.02, 2.59]],
  "mulliken_charge": [0.3292, -0.4071, 0.3138, 0.4474, 0.3243, -0.5328, 0.3511, -0.6010, 0.2795, 0.8563, -0.1583, -0.7551, 0.0321, 0.5541, -1.0814, -0.5793, -0.9147, -1.2541, 0.4596, -0.5715, 0.5366, -0.4179, -0.8952, -0.9590, 0.4116, -0.3548, -0.3570, 1.6153, 0.9695, 0.4669, 0.4681, -0.1844, 0.6256, 0.5801, 0.2534, -0.1230, -0.4321, 0.7497, 0.6545, -0.6403, 0.6440, 0.0184, -0.4820, -1.2701, 0.5604, 0.2087, 0.5587, -0.6731, 0.3539, -0.2923, 0.5684, 0.8038, -0.2511, -0.3315, 0.0896, 0.3426, 0.0602, 0.3666, -0.5394, -0.6940, -0.1631, 0.5057, 0.4479, 0.3309, -0.9334, -0.2225, 0.2629, 0.9497, -0.3151, 0.1113, -1.0522, 0.4478, -0.0476, 0.2349, 0.3383, 0.2662, -1.2246, 0.1168, 0.3711, 0.7057, 0.5012, -1.2002, 0.5765, -0.4928, 0.5500, -0.5019, -0.3172, 2.4711, -0.7275, -0.3794, 0.3580, -0.1711, 0.4373, 0.4944, -0.3170, 0.4818, -0.9403, -0.1943, 0.3690, -0.5085, 0.3411, 1.4702, 0.0704, -0.7030, 0.2740, 0.4094, 0.5121, 0.1617, 0.6961, 0.4600, 0.2457, -1.1215, -0.6360, 0.4958, 0.3162, -1.5997, -0.1271, -1.1102, 0.1235]
}